{
  "formula": "C8H21CdNO4",
  "method": "ωB97M-V/def2-TZVPD",
  "symbols": ["Cd", "O", "O", "O", "O", "N", "C", "C", "C", "C", "C", "C", "C", "C", "H", "H", "H", "H", "H", "H", "H", "H", "H", "H", "H", "H", "H", "H", "H", "H", "H", "H", "H", "H", "H"],
  "coordinates": [[0.01, 0.46, -0.33], [0.67, 0.55, 1.77], [3.39, -0.66, -2.41], [-1.69, -1.18, -0.95], [-1.50, 4.04, -1.24], [-0.83, -1.68, 1.45], [-1.83, -1.15, -2.36], [1.88, 1.33, 1.68], [-2.23, -2.05, 1.22], [-2.50, -2.09, -0.24], [-1.31, 5.40, -1.61], [4.77, -0.88, -2.72], [-0.65, -1.23, 2.85], [0.71, -0.49, 2.80], [4.95, -1.68, -2.01], [-2.38, -3.12, -0.60], [1.64, 2.03, 0.88], [-0.43, -2.61, 1.41], [-1.28, -1.92, -2.89], [-2.50, -2.98, 1.73], [-0.54, -2.13, 3.44], [-2.87, -1.20, -2.69], [5.04, -1.40, -3.64], [-2.97, -1.36, 1.63], [-1.56, 6.12, -0.83], [1.89, 1.90, 2.61], [-3.56, -1.88, -0.37], [5.41, -0.02, -2.50], [2.82, 0.81, 1.56], [-1.45, -0.57, 3.20], [-1.89, 5.75, -2.47], [-1.40, -0.20, -2.70], [1.04, -0.24, 3.80], [1.45, -1.20, 2.44], [-0.27, 5.53, -1.91]],
  "e_lumo_ev": -2.97,
  "relative_energy_ev": 8.490,
  "orbital_gap_ev": 3.023,
  "homo_energy_ev": -5.995,
  "charge": 0
}

{
  "formula": "C8H12N2O4S",
  "method": "ωB97M-V/def2-TZVPD",
  "symbols": ["S", "O", "O", "O", "O", "N", "N", "C", "C", "C", "C", "C", "C", "C", "C", "H", "H", "H", "H", "H", "H", "H", "H", "H", "H", "H", "H"],
  "coordinates": [[-2.61, 3.25, 1.33], [1.29, -0.05, 2.01], [-0.65, -0.10, -1.78], [-1.33, 6.28, -0.99], [1.32, 0.96, -1.66], [-1.85, 5.37, -0.45], [0.19, -1.58, 0.61], [-0.26, -0.79, -2.99], [0.07, 2.16, 0.73], [-0.99, 2.54, 1.86], [-1.97, 4.64, 0.45], [0.53, -0.29, 1.09], [-0.19, 0.82, 0.25], [0.86, -2.72, 1.39], [0.27, 0.63, -1.17], [0.05, -3.36, 1.81], [-1.23, 0.72, 0.14], [-1.04, 1.67, 2.51], [-1.09, -0.93, -3.59], [0.06, -1.65, -0.37], [-0.60, 3.32, 2.42], [0.96, 2.18, 1.24], [0.57, -0.43, -3.53], [1.34, -2.28, 2.30], [0.10, 2.80, -0.09], [0.03, -1.74, -2.47], [1.47, -3.11, 0.63]],
  "e_lumo_ev": [0.53, -2.30],
  "relative_energy_ev": 2.290,
  "orbital_gap_ev": [6.601, 7.380],
  "homo_energy_ev": [-6.069, -9.679],
  "spin_multiplicity": 3,
  "charge": 0
}

{
  "formula": "C3H6S2",
  "method": "ωB97M-V/def2-TZVPD",
  "symbols": ["S", "S", "C", "C", "C", "H", "H", "H", "H", "H", "H"],
  "coordinates": [[-2.13, -0.84, 0.30], [-0.44, -1.25, 1.56], [-0.19, -0.09, 0.19], [-0.16, 1.35, 0.45], [0.59, -0.88, -0.88], [0.94, -0.19, -1.52], [0.84, 1.45, 1.10], [-0.05, 1.77, -0.45], [-0.92, 1.65, 1.02], [1.45, -1.28, -0.37], [0.06, -1.69, -1.40]],
  "e_lumo_ev": 0.04,
  "relative_energy_ev": 1.793,
  "smiles": "CC1(C)SS1",
  "orbital_gap_ev": 8.134,
  "homo_energy_ev": -8.099,
  "charge": 0
}

{
  "formula": "C3H4BrF3O",
  "method": "ωB97M-V/def2-TZVPD",
  "symbols": ["Br", "F", "F", "F", "O", "C", "C", "C", "H", "H", "H", "H"],
  "coordinates": [[0.70, -2.29, -1.40], [1.98, 1.64, 0.14], [-0.61, -0.06, 1.76], [0.09, 1.91, -0.90], [-1.76, -1.63, -0.35], [0.68, 1.65, 0.36], [-0.74, -1.11, -1.01], [0.32, 0.21, 0.84], [-0.95, -0.31, -1.69], [0.40, 2.52, 0.91], [1.25, -0.22, 1.11], [-1.35, -2.31, 0.25]],
  "e_lumo_ev": [0.01, 0.24],
  "relative_energy_ev": 3.595,
  "orbital_gap_ev": [8.078, 8.768],
  "homo_energy_ev": [-8.065, -8.531],
  "charge": 0
}

{
  "formula": "C21H25N5O3",
  "method": "ωB97M-V/def2-TZVPD",
  "symbols": ["O", "O", "O", "N", "N", "N", "N", "N", "C", "C", "C", "C", "C", "C", "C", "C", "C", "C", "C", "C", "C", "C", "C", "C", "C", "C", "C", "C", "C", "H", "H", "H", "H", "H", "H", "H", "H", "H", "H", "H", "H", "H", "H", "H", "H", "H", "H", "H", "H", "H", "H", "H", "H", "H"],
  "coordinates": [[-3.22, -0.29, -2.01], [-2.25, 1.96, -0.23], [-3.57, -0.44, 0.21], [-0.89, 0.30, 0.43], [2.37, 0.29, -2.84], [3.89, -0.70, -1.51], [2.26, 0.79, -1.61], [3.31, 0.49, 0.49], [1.52, 2.07, 0.18], [2.50, 1.40, 0.97], [1.13, -2.81, -0.61], [0.51, 2.36, -2.16], [-1.35, 1.56, 0.48], [1.43, 1.74, -1.16], [0.75, -2.08, 1.64], [0.25, -2.35, 0.37], [-0.62, 2.45, 1.47], [0.60, 3.10, 0.78], [3.35, -0.59, -2.72], [2.09, -2.26, 1.93], [-4.97, -0.17, 0.03], [-5.72, -1.40, -0.45], [-2.82, -0.41, -0.88], [2.95, -2.73, 0.95], [2.69, 1.73, 2.42], [-1.19, -2.08, 0.04], [2.47, -3.01, -0.31], [-1.35, -0.67, -0.54], [3.21, 0.17, -0.78], [-6.78, -1.17, -0.51], [0.07, -1.75, 2.42], [-5.58, -2.22, 0.24], [0.76, -3.02, -1.60], [0.66, 1.88, -3.12], [0.73, 3.43, -2.27], [-5.32, 0.16, 1.01], [-1.30, 3.24, 1.80], [1.14, 3.70, 1.51], [-1.81, -2.17, 0.93], [-5.07, 0.65, -0.69], [3.14, -3.38, -1.07], [-0.53, 2.27, -1.87], [2.98, 2.77, 2.54], [-1.54, -2.80, -0.71], [-0.31, 1.87, 2.34], [-5.37, -1.69, -1.43], [2.46, -2.04, 2.92], [0.24, 3.76, 0.00], [4.00, -2.86, 1.17], [-0.77, -0.58, -1.47], [1.79, 1.56, 2.99], [3.49, 1.10, 2.80], [-0.11, 0.01, 1.01], [3.69, -1.17, -3.56]],
  "e_lumo_ev": 0.42,
  "relative_energy_ev": 0.772,
  "smiles": "CCOC(=O)[C@H](Cc1ccccc1)NC(=O)CCc1c(C)nc2ncnn2c1C",
  "orbital_gap_ev": 9.363,
  "homo_energy_ev": -8.945,
  "charge": 0
}

{
  "formula": "C4H12N2",
  "method": "ωB97M-V/def2-TZVPD",
  "symbols": ["N", "N", "C", "C", "C", "C", "H", "H", "H", "H", "H", "H", "H", "H", "H", "H", "H", "H"],
  "coordinates": [[0.78, -1.08, 0.74], [-1.91, -0.13, -2.18], [1.27, 0.26, 2.64], [1.89, -0.50, 1.44], [-1.32, -0.11, -3.30], [-2.00, 0.83, -1.18], [2.49, -1.35, 1.79], [2.58, 0.06, 0.66], [0.28, -0.37, 0.17], [2.04, 0.75, 3.20], [-1.28, 1.72, -1.12], [-1.68, -0.86, -3.87], [0.83, -0.48, 3.26], [-1.76, 0.43, -0.07], [-3.15, 0.98, -0.97], [-0.62, 0.68, -3.70], [0.48, 0.96, 2.44], [1.08, -1.79, 0.06]],
  "e_lumo_ev": [4.13, 3.96],
  "relative_energy_ev": 2.335,
  "orbital_gap_ev": [2.899, 8.732],
  "homo_energy_ev": [1.231, -4.773],
  "spin_multiplicity": 2,
  "charge": -1
}

{
  "formula": "C14H32N4O4",
  "method": "ωB97M-V/def2-TZVPD",
  "symbols": ["O", "O", "O", "O", "N", "N", "N", "N", "C", "C", "C", "C", "C", "C", "C", "C", "C", "C", "C", "C", "C", "C", "H", "H", "H", "H", "H", "H", "H", "H", "H", "H", "H", "H", "H", "H", "H", "H", "H", "H", "H", "H", "H", "H", "H", "H", "H", "H", "H", "H", "H", "H", "H", "H"],
  "coordinates": [[0.97, -3.18, -2.49], [3.98, 2.78, -0.95], [-2.30, -3.49, 0.56], [3.76, 0.85, 0.13], [-1.71, 4.49, 3.85], [0.94, -2.10, -0.50], [-0.77, -4.47, -0.73], [1.93, 1.86, -0.42], [-2.82, 1.07, -0.58], [-1.36, -5.81, -0.70], [3.26, 1.59, -0.91], [-2.26, -0.23, 0.01], [1.74, 2.77, 0.73], [-1.27, -3.41, -0.09], [0.00, 3.65, 2.33], [1.54, -2.57, -1.59], [0.27, 2.74, 1.13], [-1.90, -1.42, -2.20], [-1.47, 3.56, 2.74], [-0.50, -2.07, -0.13], [3.02, -2.31, -1.69], [-1.23, -0.94, -0.90], [-1.72, 2.54, 3.04], [-3.46, 0.85, -1.44], [-3.42, 1.58, 0.17], [-1.18, -1.97, -2.82], [-2.69, 4.49, 4.12], [4.90, 2.54, -0.78], [-2.74, -2.08, -1.98], [3.52, -2.76, -0.84], [-2.25, -0.58, -2.79], [3.13, 1.05, 0.83], [-0.01, 1.71, 1.38], [-1.12, 4.26, 4.65], [0.02, -4.31, -1.34], [0.63, 3.35, 3.17], [-2.11, 3.83, 1.90], [-0.49, -0.19, -1.18], [1.36, 2.19, -1.20], [3.28, 1.05, -1.87], [0.25, 4.68, 2.07], [-3.08, -0.90, 0.23], [1.55, -1.61, 0.14], [2.36, 2.47, 1.58], [2.03, 3.79, 0.46], [-0.34, 3.06, 0.28], [3.20, -1.24, -1.69], [-2.01, 1.72, -0.90], [-1.77, 0.03, 0.95], [-1.43, -6.16, 0.33], [-2.37, -5.78, -1.13], [-0.75, -6.51, -1.28], [-0.49, -1.76, 0.92], [3.40, -2.75, -2.61]],
  "e_lumo_ev": 0.45,
  "smiles": "CC[C@H](C)[C@H](NC(C)=O)C(=O)NC.NCCCCNC(O)O",
  "orbital_gap_ev": 9.736,
  "homo_energy_ev": -9.284,
  "charge": 0
}

{
  "formula": "C23H43Cl2N4O7SiTm",
  "method": "ωB97M-V/def2-TZVPD",
  "symbols": ["Tm", "Cl", "Cl", "Si", "O", "O", "O", "O", "O", "O", "O", "N", "N", "N", "N", "C", "C", "C", "C", "C", "C", "C", "C", "C", "C", "C", "C", "C", "C", "C", "C", "C", "C", "C", "C", "C", "C", "C", "H", "H", "H", "H", "H", "H", "H", "H", "H", "H", "H", "H", "H", "H", "H", "H", "H", "H", "H", "H", "H", "H", "H", "H", "H", "H", "H", "H", "H", "H", "H", "H", "H", "H", "H", "H", "H", "H", "H", "H", "H", "H", "H"],
  "coordinates": [[0.73, 0.14, 2.60], [2.50, 0.64, 0.94], [-0.43, -2.35, -2.81], [-0.49, -0.33, -2.30], [-0.38, 1.93, 2.05], [1.70, -1.32, 4.14], [1.29, -0.29, -2.08], [-0.95, 0.41, 4.32], [-0.54, -1.60, 2.27], [2.01, -0.59, 6.21], [1.87, 0.82, 4.51], [-1.79, 0.86, 6.40], [-1.17, -3.78, 2.43], [-1.06, 3.88, 1.12], [1.89, -0.38, 5.02], [-1.62, 1.52, 7.68], [-0.91, -0.37, -0.45], [-0.87, 0.98, 5.43], [2.94, -1.53, -3.41], [-1.23, -5.00, 3.24], [3.71, -2.15, -2.29], [2.86, -2.06, -4.65], [3.17, -3.47, -5.02], [-0.12, 3.10, 1.63], [0.22, 0.75, -6.13], [-1.48, -3.84, 1.00], [-0.74, -2.65, 2.97], [1.78, 0.59, -4.29], [1.76, 2.56, -5.68], [-0.71, 5.15, 0.50], [0.70, 2.02, -6.42], [0.80, 0.01, -5.09], [2.29, 1.85, -4.59], [-3.08, 0.23, 6.15], [-0.56, 1.66, -2.41], [-2.42, 3.36, 0.92], [2.30, -0.18, -3.08], [-1.98, -0.08, -3.53], [0.25, 2.58, -7.24], [-1.68, -4.77, 4.21], [-0.96, -1.39, -0.07], [3.11, -2.15, -1.37], [-2.07, 0.90, 8.46], [-3.37, -0.31, 7.05], [-0.03, 0.12, 0.00], [-0.22, -5.40, 3.43], [0.06, 5.64, 1.11], [-0.60, 0.29, -6.68], [0.51, -1.03, -4.92], [3.09, 0.40, -2.58], [-0.60, -3.64, 0.38], [-0.55, 1.65, 7.87], [-3.06, 4.24, 0.80], [-1.84, -4.86, 0.81], [-2.10, 2.51, 7.69], [-0.01, 1.61, 5.70], [-0.57, -2.67, 4.06], [3.99, -3.18, -2.54], [-3.00, -0.45, 5.30], [0.90, 3.51, 1.66], [-1.82, -5.75, 2.72], [-1.56, 2.04, -2.16], [2.16, 3.54, -5.94], [-1.86, 0.72, -4.26], [-0.30, 2.03, -3.41], [2.66, -4.19, -4.36], [-2.26, -3.11, 0.76], [-0.32, 5.01, -0.52], [4.24, -3.70, -5.01], [-2.87, 0.13, -2.92], [-3.86, 0.98, 5.96], [-2.47, 2.75, 0.01], [3.09, 2.26, -3.97], [2.65, -1.40, -5.49], [-1.60, 5.77, 0.46], [-2.19, -0.99, -4.12], [4.64, -1.60, -2.09], [-1.80, 0.19, -0.16], [0.17, 2.07, -1.70], [2.80, -3.65, -6.04], [-2.73, 2.77, 1.79]],
  "e_lumo_ev": [-0.37, -0.37],
  "relative_energy_ev": 0.062,
  "orbital_gap_ev": [5.658, 5.659],
  "homo_energy_ev": [-6.030, -6.030],
  "spin_multiplicity": 3,
  "charge": 0
}

{
  "formula": "C14H23FeN6OS2",
  "method": "ωB97M-V/def2-TZVPD",
  "symbols": ["Fe", "S", "S", "O", "N", "N", "N", "N", "N", "N", "C", "C", "C", "C", "C", "C", "C", "C", "C", "C", "C", "C", "C", "C", "H", "H", "H", "H", "H", "H", "H", "H", "H", "H", "H", "H", "H", "H", "H", "H", "H", "H", "H", "H", "H", "H", "H"],
  "coordinates": [[-0.41, -0.08, 0.85], [-2.00, 3.95, -0.60], [-0.66, -0.74, 3.06], [1.41, 0.04, 0.03], [2.80, -0.81, -1.47], [-1.37, -2.02, 0.89], [3.58, 0.13, 0.63], [-1.38, 1.60, 0.10], [-2.76, 1.64, 0.14], [0.50, 2.90, -0.42], [-2.54, -4.09, 0.71], [3.16, 0.64, 1.94], [1.57, -1.13, -2.21], [-1.41, -2.09, 2.24], [4.07, -1.18, -2.12], [-1.93, -2.99, 0.15], [2.62, -0.21, -0.27], [-4.70, 3.11, -0.29], [-2.01, -3.17, 2.88], [5.04, 0.09, 0.54], [-2.58, -4.17, 2.11], [-3.24, 2.78, -0.18], [-0.83, 2.73, -0.28], [-5.23, 2.89, -1.71], [-4.86, 4.14, 0.02], [3.47, 1.68, 2.05], [-4.70, 3.53, -2.43], [3.65, 0.05, 2.71], [2.10, 0.56, 2.07], [-5.10, 1.85, -2.02], [1.84, -1.60, -3.14], [4.70, -0.31, -2.32], [4.62, -1.93, -1.56], [0.94, -1.81, -1.64], [0.99, -0.23, -2.42], [-5.23, 2.46, 0.41], [-3.05, -5.02, 2.58], [5.43, 1.10, 0.69], [3.82, -1.61, -3.09], [0.89, 3.79, -0.65], [5.43, -0.54, 1.34], [-1.88, -2.87, -0.93], [-2.97, -4.85, 0.09], [1.11, 2.11, -0.25], [-2.03, -3.21, 3.96], [5.42, -0.27, -0.39], [-6.29, 3.14, -1.76]],
  "e_lumo_ev": [-2.19, -2.32],
  "relative_energy_ev": 0.012,
  "orbital_gap_ev": [8.184, 8.146],
  "homo_energy_ev": [-10.376, -10.468],
  "spin_multiplicity": 5,
  "charge": 1
}

{
  "formula": "C5H10O2",
  "method": "ωB97M-V/def2-TZVPD",
  "symbols": ["O", "O", "C", "C", "C", "C", "C", "H", "H", "H", "H", "H", "H", "H", "H", "H", "H"],
  "coordinates": [[1.42, -0.12, 0.60], [-1.93, 1.97, 0.30], [-1.70, 0.65, -0.06], [0.94, 0.69, -0.48], [-0.91, -0.14, 0.86], [-0.46, 0.24, -0.76], [1.57, -1.47, 0.25], [-0.59, -0.40, -1.65], [1.63, 0.56, -1.33], [2.56, -1.58, -0.19], [-0.47, 0.43, 1.70], [0.81, -1.85, -0.45], [1.51, -2.07, 1.17], [0.99, 1.72, -0.12], [-1.09, -1.17, 1.13], [-2.53, 0.07, -0.45], [-1.75, 2.48, -0.50]],
  "e_lumo_ev": 0.87,
  "relative_energy_ev": 4.275,
  "smiles": "COC[C@H]1C[C@H]1O",
  "orbital_gap_ev": 9.509,
  "homo_energy_ev": -8.643,
  "charge": 0
}

{
  "formula": "C4H7NS",
  "method": "ωB97M-V/def2-TZVPD",
  "symbols": ["S", "N", "C", "C", "C", "C", "H", "H", "H", "H", "H", "H", "H"],
  "coordinates": [[2.24, -0.41, -0.36], [-0.08, 0.77, 0.50], [-0.60, -0.53, 0.65], [1.15, 0.93, 0.13], [-2.09, -0.56, 0.10], [-2.81, 0.29, -0.62], [-0.64, -0.99, 1.77], [-3.99, -0.18, -0.83], [-2.77, 1.20, -1.48], [-2.64, -1.67, 0.30], [-0.62, 1.45, 0.77], [-0.06, -1.33, -0.08], [1.57, 1.97, 0.17]],
  "e_lumo_ev": 0.59,
  "relative_energy_ev": 4.080,
  "smiles": "C=CCNC=S",
  "orbital_gap_ev": 8.751,
  "homo_energy_ev": -8.160,
  "charge": 0
}

{
  "formula": "C18H31HfN2OPSi",
  "method": "ωB97M-V/def2-TZVPD",
  "symbols": ["Hf", "P", "Si", "O", "N", "N", "C", "C", "C", "C", "C", "C", "C", "C", "C", "C", "C", "C", "C", "C", "C", "C", "C", "C", "H", "H", "H", "H", "H", "H", "H", "H", "H", "H", "H", "H", "H", "H", "H", "H", "H", "H", "H", "H", "H", "H", "H", "H", "H", "H", "H", "H", "H", "H", "H"],
  "coordinates": [[-0.15, 0.57, -0.24], [2.12, -1.07, -0.73], [0.47, 1.74, -2.37], [-1.17, -0.81, -1.55], [-2.14, 0.86, 0.60], [0.87, 1.24, 1.27], [2.00, 3.30, 1.28], [-1.63, -2.04, -1.60], [3.61, -0.01, -0.46], [-4.25, 1.95, 0.29], [1.60, 1.99, 3.37], [2.34, -1.55, -2.49], [2.18, 3.00, 4.10], [-0.35, 1.11, -3.91], [-3.05, 1.46, -0.22], [-4.55, 1.79, 1.65], [-2.45, 0.63, 1.91], [1.49, 2.16, 1.97], [-3.65, 1.11, 2.46], [2.58, 4.30, 2.03], [-2.57, -2.56, -0.53], [2.61, -2.57, 0.10], [2.67, 4.16, 3.44], [-1.72, -2.73, -2.91], [-2.74, -2.68, -3.30], [-3.83, 0.96, 3.52], [-1.69, 0.10, 2.50], [-5.47, 2.20, 2.06], [-4.92, 2.48, -0.38], [-1.48, -3.79, -2.75], [3.68, 0.25, 0.59], [-0.21, 2.99, -1.92], [1.81, -3.35, 0.00], [-1.09, -2.33, -3.73], [-1.38, -2.81, -0.68], [-2.97, -3.49, -0.94], [2.76, -2.39, 1.19], [3.56, -3.00, -0.31], [1.19, 1.09, 3.79], [-1.42, 0.94, -3.76], [1.93, 1.84, -2.54], [2.29, -0.68, -3.15], [3.53, 0.91, -1.04], [-2.76, 1.57, -1.26], [2.27, 2.91, 5.19], [1.87, 3.35, 0.21], [1.56, -2.26, -2.79], [2.97, 5.20, 1.54], [0.15, 0.21, -4.28], [3.32, -2.04, -2.63], [3.14, 4.96, 4.03], [-2.13, -2.74, 0.50], [-0.18, 1.98, -4.57], [-3.39, -1.86, -0.37], [4.51, -0.55, -0.76]],
  "e_lumo_ev": -0.55,
  "relative_energy_ev": 4.663,
  "orbital_gap_ev": 5.459,
  "homo_energy_ev": -6.008,
  "charge": 0
}

Strongest force on any atom across the listed records, respectively: 3.27; 9.06; 6.56; 3.27; 1.38; 3.83; 2.52; 3.85; 0.47; 1.47; 6.61; 6.99 eV Å⁻¹.